Entry 1:
Below is a molecular structure, C6H12N2 at a distorted geometry, with properties calculated with ωB97M-V/def2-TZVPD.

F_max in eV/Å: 6.0
LUMO level in eV: 0.583
Energy relative to the best compared isomer or geometry (same formula, charge and spin) in eV: 11.185
Electronic energy in Ha: -344.91684

```
! RIJCOSX wB97M-V def2-TZVPD def2/J DEFGRID3
* xyz 0 1
C -0.41 0.86 -0.40
C -0.63 -0.37 -1.24
C -0.40 -1.43 0.00
C 0.20 -0.72 1.13
C 0.78 0.43 0.37
C 0.56 1.78 0.18
H -2.59 0.18 -0.59
H -1.68 0.40 1.58
H -0.09 -0.22 -2.32
H -1.84 -0.43 -1.31
H -1.18 -2.09 0.20
H 0.45 -1.97 -0.40
H -0.47 -0.73 2.10
H 1.11 -1.31 1.69
H 2.06 0.25 -1.47
H 2.63 -0.09 -0.13
H 0.25 2.05 1.23
H 1.35 2.47 -0.21
N -1.85 1.02 0.12
N 1.75 -0.07 -0.53
*
```



Entry 2:
Below is 12 unconnected molecules or ions with the total composition C36H84N6O15S3 at a distorted geometry, with properties calculated with ωB97M-V/def2-TZVPD.

F_max in eV/Å: 2.8
LUMO level in eV: 0.203
Energy relative to the best compared isomer or geometry (same formula, charge and spin) in eV: 0.000
Electronic energy in Ha: -4073.70112

```
! RIJCOSX wB97M-V def2-TZVPD def2/J DEFGRID3
* xyz 0 1
C 17.14 2.10 0.06
S 18.87 2.23 0.58
O 18.97 3.41 1.49
C 18.97 0.80 1.63
H 16.37 2.35 0.79
H 17.03 1.12 -0.41
H 17.05 2.84 -0.74
H 18.63 -0.11 1.12
H 18.38 0.91 2.53
H 20.05 0.62 1.72
C 11.77 -2.76 8.47
S 13.33 -2.99 9.37
O 13.02 -3.59 10.69
C 14.11 -4.24 8.33
H 12.00 -2.15 7.59
H 11.12 -2.24 9.16
H 11.39 -3.73 8.16
H 15.05 -4.49 8.82
H 14.33 -3.73 7.38
H 13.59 -5.18 8.11
C 16.92 -5.32 11.61
S 17.24 -6.52 10.28
O 15.92 -6.64 9.60
C 18.25 -5.41 9.24
H 16.50 -4.43 11.16
H 17.89 -5.14 12.08
H 16.31 -5.83 12.34
H 19.18 -5.14 9.73
H 17.61 -4.54 9.10
H 18.39 -5.98 8.32
C 13.95 -0.67 12.25
O 13.16 0.17 12.62
N 15.28 -0.42 12.23
C 15.91 0.69 12.94
C 16.24 -1.25 11.54
H 13.67 -1.61 11.76
H 15.16 1.29 13.43
H 16.43 1.32 12.22
H 16.65 0.29 13.65
H 17.14 -0.68 11.34
H 16.66 -2.04 12.18
H 15.90 -1.70 10.60
C 16.64 -1.84 6.78
O 17.15 -2.26 7.81
N 16.32 -0.55 6.57
C 15.87 -0.11 5.26
C 16.18 0.44 7.61
H 16.33 -2.45 5.91
H 16.71 0.42 4.79
H 15.13 0.68 5.42
H 15.48 -0.88 4.62
H 16.70 1.36 7.35
H 15.11 0.60 7.76
H 16.54 0.10 8.58
C 16.10 -1.49 2.10
O 17.00 -1.55 2.89
N 16.03 -2.06 0.89
C 14.84 -1.97 0.05
C 17.21 -2.66 0.32
H 15.20 -0.89 2.28
H 14.57 -2.97 -0.30
H 15.12 -1.43 -0.87
H 14.03 -1.50 0.59
H 16.87 -3.58 -0.18
H 17.53 -2.01 -0.50
H 17.96 -2.91 1.04
C 19.58 -2.01 10.28
O 19.55 -2.67 11.27
N 20.56 -1.14 9.98
C 20.50 -0.39 8.76
C 21.71 -0.97 10.88
H 18.81 -2.06 9.50
H 21.51 -0.08 8.47
H 20.14 0.62 9.02
H 19.91 -0.83 7.98
H 21.85 0.12 10.94
H 21.50 -1.30 11.89
H 22.61 -1.45 10.51
C 18.97 3.32 8.73
O 17.90 2.84 9.08
N 19.13 4.19 7.71
C 17.99 4.58 6.93
C 20.40 4.83 7.39
H 19.91 3.13 9.28
H 17.96 5.64 6.67
H 17.03 4.36 7.39
H 17.94 3.95 6.03
H 21.14 4.33 8.02
H 20.71 4.69 6.36
H 20.30 5.89 7.61
C 12.51 -2.33 4.07
O 13.23 -1.64 3.40
N 12.77 -3.60 4.40
C 14.04 -4.20 4.04
C 11.85 -4.47 5.12
H 11.54 -1.99 4.47
H 14.61 -4.41 4.95
H 14.62 -3.58 3.36
H 13.87 -5.18 3.59
H 11.63 -5.38 4.55
H 12.20 -4.80 6.10
H 10.88 -3.98 5.26
O 12.42 4.31 8.40
C 13.00 3.25 8.52
O 12.86 2.22 7.69
C 11.92 2.40 6.65
C 10.57 1.86 7.12
C 14.05 3.02 9.57
H 12.24 1.78 5.82
H 11.90 3.43 6.34
H 10.30 2.21 8.11
H 10.56 0.77 7.03
H 9.76 2.18 6.46
H 14.25 3.94 10.11
H 14.98 2.70 9.10
H 13.90 2.34 10.42
O 22.53 2.03 3.82
C 21.67 2.83 3.95
O 20.66 2.73 4.83
C 20.58 1.58 5.65
C 19.26 0.87 5.46
C 21.64 4.16 3.27
H 20.79 1.77 6.71
H 21.37 0.85 5.45
H 18.44 1.59 5.35
H 18.96 0.13 6.20
H 19.33 0.29 4.53
H 22.32 4.78 3.87
H 20.67 4.63 3.39
H 22.03 4.13 2.26
O 19.07 -6.72 1.37
C 19.18 -7.31 2.42
O 19.14 -6.76 3.64
C 18.77 -5.39 3.81
C 18.41 -5.16 5.26
C 19.43 -8.80 2.48
H 17.96 -5.09 3.15
H 19.60 -4.74 3.50
H 17.69 -4.35 5.33
H 19.31 -4.97 5.83
H 17.93 -6.05 5.68
H 19.55 -9.26 1.51
H 18.64 -9.35 2.99
H 20.27 -8.94 3.18
*
```



Entry 3:
Below is 2 unconnected molecules or ions with the total composition C2H7ClNOP at a distorted geometry, with properties calculated with ωB97M-V/def2-TZVPD.

F_max in eV/Å: 4.8
LUMO level in eV: 0.180
Energy relative to the best compared isomer or geometry (same formula, charge and spin) in eV: 2.491
Electronic energy in Ha: -1011.91719

```
! RIJCOSX wB97M-V def2-TZVPD def2/J DEFGRID3
* xyz 0 1
C -1.61 -1.77 -0.27
C -0.25 1.42 -1.12
N -0.63 -1.08 0.53
O 0.64 1.07 1.49
P -0.13 0.42 0.47
Cl 4.44 1.08 2.24
H -2.31 -1.11 -0.86
H -2.19 -2.34 0.44
H -1.19 -2.47 -0.99
H 0.69 1.23 -1.72
H -0.89 1.11 -1.98
H -0.35 2.39 -0.88
H 3.77 0.07 2.64
*
```



Entry 4:
Below is a molecular structure, C21H36BrF2N5O4SSi2Zr at a distorted geometry, with properties calculated with ωB97M-V/def2-TZVPD.

F_max in eV/Å: 1.1
LUMO level in eV: 0.120
Electronic energy in Ha: -5194.74340

```
! RIJCOSX wB97M-V def2-TZVPD def2/J DEFGRID3
* xyz 0 1
Zr -0.09 0.32 -0.82
N -2.07 -1.30 -0.90
N -3.15 -0.69 -1.57
C -2.80 0.41 -2.41
O -3.64 0.83 -3.17
O -1.60 0.84 -2.21
H -1.68 -2.10 -1.38
H -2.32 -1.56 0.05
H -3.83 -1.31 -1.97
C -0.23 1.65 3.03
Si 0.45 -0.09 2.70
C 2.14 -0.05 3.57
C -0.76 -1.23 3.58
N 0.61 -0.58 1.04
C 1.24 -1.84 0.82
C 1.79 -2.63 1.83
C 2.40 -3.86 1.56
C 2.45 -4.32 0.26
C 1.89 -3.56 -0.75
C 1.28 -2.33 -0.51
N 0.64 -1.56 -1.50
Si 0.62 -2.12 -3.16
C -0.32 -3.74 -3.30
C 2.35 -2.29 -3.87
C -0.32 -0.96 -4.29
H -0.91 1.58 3.89
H -0.78 2.10 2.21
H 0.57 2.34 3.33
H 2.33 0.95 3.97
H 2.93 -0.30 2.86
H 2.21 -0.75 4.40
H -0.79 -1.06 4.66
H -0.56 -2.28 3.39
H -1.76 -1.00 3.19
H 1.76 -2.31 2.86
H 2.82 -4.44 2.38
H 2.92 -5.27 0.03
H 1.94 -3.94 -1.76
H -0.02 -4.49 -2.57
H -0.20 -4.16 -4.30
H -1.39 -3.55 -3.18
H 2.95 -3.06 -3.39
H 2.89 -1.35 -3.77
H 2.29 -2.52 -4.94
H -1.40 -1.07 -4.17
H -0.08 -1.24 -5.31
H -0.09 0.10 -4.17
O 2.32 6.07 1.47
C 1.79 4.92 1.04
C 2.35 3.67 1.29
C 1.73 2.55 0.80
N 0.59 2.58 0.08
C 0.08 3.79 -0.15
Br -1.48 3.88 -1.21
C 0.61 4.97 0.30
H 3.14 5.91 1.95
H 3.26 3.57 1.87
H 2.15 1.57 0.99
H 0.15 5.92 0.06
C -3.40 2.82 1.73
S -3.28 1.55 0.47
C -4.34 0.37 1.31
O -1.88 0.99 0.65
H -3.14 2.40 2.69
H -4.42 3.21 1.72
H -2.71 3.62 1.46
H -5.32 0.82 1.44
H -3.89 0.12 2.27
H -4.43 -0.50 0.67
F 2.34 0.84 -1.15
C 1.49 1.12 -2.29
F 1.71 2.45 -2.57
H 1.94 0.55 -3.11
*
```



Entry 5:
Below is 4 unconnected molecules or ions with the total composition C4H12N4O8 at a distorted geometry, with properties calculated with ωB97M-V/def2-TZVPD.

F_max in eV/Å: 4.7
LUMO level in eV: -0.883
Energy relative to the best compared isomer or geometry (same formula, charge and spin) in eV: 3.694
SMILES string: C[N+](=O)[O-].C[N+](=O)[O-].C[N+](=O)[O-].C[N+](=O)[O-]
Electronic energy in Ha: -980.04079

```
! RIJCOSX wB97M-V def2-TZVPD def2/J DEFGRID3
* xyz 0 1
C -2.29 -1.52 1.34
N -2.05 -3.02 1.02
O -1.17 -3.36 0.22
O -2.81 -3.77 1.66
H -1.45 -0.96 0.91
H -2.46 -1.39 2.41
H -3.12 -1.11 0.78
C 1.69 0.42 -0.88
N 0.55 -0.35 -0.20
O 0.31 -0.32 0.96
O -0.06 -1.14 -0.93
H 2.51 0.60 -0.18
H 1.35 1.34 -1.34
H 2.13 -0.28 -1.59
C 0.62 3.57 -4.20
N 0.02 2.61 -3.19
O 0.48 2.58 -2.03
O -0.97 1.94 -3.54
H 0.00 3.63 -5.09
H 1.61 3.15 -4.39
H 0.86 4.54 -3.78
C 1.20 -0.95 2.93
N -0.16 -1.07 3.49
O -1.00 -0.37 2.93
O -0.22 -1.88 4.39
H 1.47 0.09 3.09
H 1.05 -1.29 1.90
H 1.90 -1.69 3.32
*
```



Entry 6:
Below is C7H10FOP in the gas phase at a distorted geometry, with properties calculated with ωB97M-V/def2-TZVPD.

F_max in eV/Å: 3.7
LUMO level in eV: 0.947
Energy relative to the best compared isomer or geometry (same formula, charge and spin) in eV: 0.245
SMILES string: C#C[C@H]1CCP(OC)[C@H]1F
Electronic energy in Ha: -789.09433

```
! RIJCOSX wB97M-V def2-TZVPD def2/J DEFGRID3
* xyz 0 1
C -0.32 -0.10 4.31
C -0.30 -0.16 3.11
C -0.30 -0.16 1.68
C -1.13 0.93 1.03
C -0.80 0.93 -0.45
P 1.08 0.84 -0.68
O 1.22 -0.68 -1.31
C 1.34 -0.86 -2.71
C 1.36 0.26 1.07
F 1.83 1.28 1.84
H -0.37 -0.08 5.36
H -0.49 -1.15 1.26
H -0.88 1.89 1.50
H -2.20 0.74 1.18
H -1.22 0.05 -0.94
H -1.20 1.82 -0.95
H 1.86 -0.02 -3.19
H 0.36 -0.98 -3.18
H 1.92 -1.77 -2.87
H 2.02 -0.60 1.17
*
```



Entry 7:
Below is 9 unconnected molecules or ions with the total composition C18H54O18 at a distorted geometry, with properties calculated with ωB97M-V/def2-TZVPD.

F_max in eV/Å: 2.3
LUMO level in eV: 0.276
Energy relative to the best compared isomer or geometry (same formula, charge and spin) in eV: 1.212
SMILES string: OCCO.OCCO.OCCO.OCCO.OCCO.OCCO.OCCO.OCCO.OCCO
Electronic energy in Ha: -2072.35821

```
! RIJCOSX wB97M-V def2-TZVPD def2/J DEFGRID3
* xyz 0 1
O -0.46 -1.08 4.70
C 0.58 -2.03 4.95
C 0.15 -3.15 5.87
O 0.36 -2.92 7.29
H -0.53 -1.02 3.74
H 0.85 -2.47 3.98
H 1.56 -1.65 5.23
H 0.85 -3.97 5.70
H -0.88 -3.47 5.75
H -0.47 -2.59 7.65
O 2.57 -3.24 -2.27
C 1.21 -2.82 -2.25
C 0.35 -3.57 -3.20
O -0.99 -3.19 -2.90
H 2.93 -2.86 -3.10
H 0.74 -2.84 -1.27
H 1.24 -1.76 -2.51
H 0.48 -4.66 -3.06
H 0.52 -3.37 -4.27
H -1.60 -3.56 -3.53
O -1.58 1.89 0.55
C -2.04 3.23 0.53
C -2.11 3.87 1.90
O -0.82 4.27 2.35
H -2.19 1.32 1.03
H -1.45 3.86 -0.13
H -3.03 3.22 0.07
H -2.54 3.20 2.64
H -2.78 4.74 1.97
H -0.58 5.16 2.05
O -2.17 -0.43 2.43
C -3.20 -0.06 3.29
C -4.56 0.03 2.63
O -4.60 1.12 1.70
H -2.37 -1.21 1.89
H -3.31 -0.79 4.10
H -2.99 0.88 3.81
H -5.36 0.07 3.37
H -4.68 -0.91 2.09
H -5.51 1.43 1.65
O 0.51 1.52 -1.29
C 1.30 0.47 -0.75
C 1.78 0.73 0.66
O 0.70 0.40 1.58
H -0.31 1.61 -0.78
H 0.82 -0.50 -0.75
H 2.14 0.40 -1.45
H 2.24 1.67 0.97
H 2.52 0.02 1.04
H -0.06 0.97 1.41
O 0.66 3.82 4.56
C 1.17 2.51 4.24
C 1.90 1.96 5.48
O 2.44 0.66 5.30
H -0.06 3.90 3.91
H 0.37 1.83 3.96
H 1.85 2.60 3.39
H 1.12 1.89 6.24
H 2.69 2.60 5.85
H 1.75 0.11 4.92
O 3.53 -1.31 -4.03
C 4.04 -1.48 -5.34
C 3.81 -2.89 -5.82
O 2.39 -3.03 -6.09
H 3.03 -0.49 -4.03
H 3.63 -0.73 -6.02
H 5.13 -1.31 -5.39
H 4.04 -3.61 -5.03
H 4.31 -3.25 -6.71
H 2.27 -3.77 -6.69
O 0.89 3.49 -5.99
C 2.21 3.09 -5.57
C 2.21 2.83 -4.09
O 1.88 1.45 -3.80
H 0.96 3.78 -6.90
H 2.43 2.26 -6.24
H 2.92 3.90 -5.79
H 1.40 3.43 -3.67
H 3.13 3.00 -3.52
H 1.50 1.46 -2.90
O -2.80 -0.02 -1.93
C -3.61 -1.18 -1.86
C -3.69 -1.72 -0.45
O -2.41 -2.15 0.00
H -1.87 -0.25 -1.83
H -4.62 -0.96 -2.22
H -3.16 -1.84 -2.61
H -4.41 -2.55 -0.40
H -4.06 -0.94 0.21
H -2.27 -3.07 -0.23
*
```



Entry 8:
Below is C14H19NO4S in the gas phase at a distorted geometry, with properties calculated with ωB97M-V/def2-TZVPD.

F_max in eV/Å: 1.3
LUMO level in eV: 0.690
Energy relative to the best compared isomer or geometry (same formula, charge and spin) in eV: 0.991
SMILES string: COC(=O)C1CCN(S(=O)(=O)Cc2ccccc2)CC1
Electronic energy in Ha: -1298.78353

```
! RIJCOSX wB97M-V def2-TZVPD def2/J DEFGRID3
* xyz 0 1
C 3.27 -0.27 3.19
O 1.88 -0.59 3.12
C 1.53 -1.49 2.21
O 2.31 -2.10 1.53
C 0.02 -1.73 2.19
C -0.77 -0.49 2.59
C -0.47 0.66 1.61
N -0.24 0.17 0.27
S 1.24 0.46 -0.44
O 2.18 0.92 0.53
O 1.58 -0.64 -1.29
C 0.83 1.89 -1.51
C -0.37 1.51 -2.30
C -0.23 0.69 -3.41
C -1.34 0.25 -4.11
C -2.61 0.63 -3.69
C -2.76 1.45 -2.59
C -1.64 1.88 -1.89
C -0.91 -1.06 -0.06
C -0.41 -2.23 0.80
H 3.39 0.35 4.07
H 3.86 -1.19 3.27
H 3.55 0.26 2.29
H -0.15 -2.52 2.93
H -1.83 -0.73 2.56
H -0.51 -0.18 3.60
H -1.30 1.37 1.60
H 0.44 1.19 1.91
H 1.71 2.07 -2.11
H 0.65 2.72 -0.83
H 0.76 0.38 -3.72
H -1.22 -0.39 -4.97
H -3.48 0.29 -4.24
H -3.74 1.75 -2.27
H -1.76 2.52 -1.03
H -1.98 -0.90 0.08
H -0.72 -1.26 -1.12
H -1.19 -2.98 0.89
H 0.46 -2.69 0.32
*
```



What did the seventh record say?
Below is 9 unconnected molecules or ions with the total composition C18H54O18 at a distorted geometry, with properties calculated with ωB97M-V/def2-TZVPD.

F_max in eV/Å: 2.3
LUMO level in eV: 0.276
Energy relative to the best compared isomer or geometry (same formula, charge and spin) in eV: 1.212
SMILES string: OCCO.OCCO.OCCO.OCCO.OCCO.OCCO.OCCO.OCCO.OCCO
Electronic energy in Ha: -2072.35821

```
! RIJCOSX wB97M-V def2-TZVPD def2/J DEFGRID3
* xyz 0 1
O -0.46 -1.08 4.70
C 0.58 -2.03 4.95
C 0.15 -3.15 5.87
O 0.36 -2.92 7.29
H -0.53 -1.02 3.74
H 0.85 -2.47 3.98
H 1.56 -1.65 5.23
H 0.85 -3.97 5.70
H -0.88 -3.47 5.75
H -0.47 -2.59 7.65
O 2.57 -3.24 -2.27
C 1.21 -2.82 -2.25
C 0.35 -3.57 -3.20
O -0.99 -3.19 -2.90
H 2.93 -2.86 -3.10
H 0.74 -2.84 -1.27
H 1.24 -1.76 -2.51
H 0.48 -4.66 -3.06
H 0.52 -3.37 -4.27
H -1.60 -3.56 -3.53
O -1.58 1.89 0.55
C -2.04 3.23 0.53
C -2.11 3.87 1.90
O -0.82 4.27 2.35
H -2.19 1.32 1.03
H -1.45 3.86 -0.13
H -3.03 3.22 0.07
H -2.54 3.20 2.64
H -2.78 4.74 1.97
H -0.58 5.16 2.05
O -2.17 -0.43 2.43
C -3.20 -0.06 3.29
C -4.56 0.03 2.63
O -4.60 1.12 1.70
H -2.37 -1.21 1.89
H -3.31 -0.79 4.10
H -2.99 0.88 3.81
H -5.36 0.07 3.37
H -4.68 -0.91 2.09
H -5.51 1.43 1.65
O 0.51 1.52 -1.29
C 1.30 0.47 -0.75
C 1.78 0.73 0.66
O 0.70 0.40 1.58
H -0.31 1.61 -0.78
H 0.82 -0.50 -0.75
H 2.14 0.40 -1.45
H 2.24 1.67 0.97
H 2.52 0.02 1.04
H -0.06 0.97 1.41
O 0.66 3.82 4.56
C 1.17 2.51 4.24
C 1.90 1.96 5.48
O 2.44 0.66 5.30
H -0.06 3.90 3.91
H 0.37 1.83 3.96
H 1.85 2.60 3.39
H 1.12 1.89 6.24
H 2.69 2.60 5.85
H 1.75 0.11 4.92
O 3.53 -1.31 -4.03
C 4.04 -1.48 -5.34
C 3.81 -2.89 -5.82
O 2.39 -3.03 -6.09
H 3.03 -0.49 -4.03
H 3.63 -0.73 -6.02
H 5.13 -1.31 -5.39
H 4.04 -3.61 -5.03
H 4.31 -3.25 -6.71
H 2.27 -3.77 -6.69
O 0.89 3.49 -5.99
C 2.21 3.09 -5.57
C 2.21 2.83 -4.09
O 1.88 1.45 -3.80
H 0.96 3.78 -6.90
H 2.43 2.26 -6.24
H 2.92 3.90 -5.79
H 1.40 3.43 -3.67
H 3.13 3.00 -3.52
H 1.50 1.46 -2.90
O -2.80 -0.02 -1.93
C -3.61 -1.18 -1.86
C -3.69 -1.72 -0.45
O -2.41 -2.15 0.00
H -1.87 -0.25 -1.83
H -4.62 -0.96 -2.22
H -3.16 -1.84 -2.61
H -4.41 -2.55 -0.40
H -4.06 -0.94 0.21
H -2.27 -3.07 -0.23
*
```



Q: Which of these has the lowest F_max?
A: C21H36BrF2N5O4SSi2Zr